No. 1
Below is a 2-piece molecular cluster, C4H14N2O overall, with properties calculated with ωB97M-V with the def2-TZVPD basis set.

Cartesian coordinates (Å):
C  -1.876  -0.966  1.142
N  -1.346  0.262  0.536
C  -0.032  0.601  1.125
C  1.045  -0.539  1.003
C  1.089  -0.966  -0.496
N  2.499  -0.690  -0.917
H  -1.483  -1.123  2.150
H  -2.938  -0.831  1.292
H  -1.528  -1.805  0.528
H  -1.897  1.079  0.789
H  -0.125  0.819  2.204
H  0.311  1.510  0.610
H  0.654  -1.363  1.585
H  1.965  -0.258  1.501
H  0.423  -0.266  -1.015
H  0.732  -1.990  -0.653
H  3.101  -1.365  -0.461
H  2.565  -0.779  -1.927
O  -1.177  2.187  -2.147
H  -1.509  1.410  -1.654
H  -0.217  2.154  -1.976

Properties
- energy relative to the best compared isomer or geometry (same formula, charge and spin) (kcal per mole) = 38.1
- E (hartree) = -345.51554
- LUMO energy (hartree) = 0.03388
- highest occupied orbital energy (eV) = -9.35

Here are the Löwdin charges for atoms 1 to 4, given in e: -0.12, -0.15, -0.25, -0.18

---

No. 2
Below is a 2-piece molecular cluster, C4H14N2O overall, with properties calculated with ωB97M-V with the def2-TZVPD basis set.

Cartesian coordinates (Å):
C  -0.764  0.070  2.201
N  -0.292  -0.370  0.860
C  -0.724  0.329  -0.311
C  0.110  1.583  -0.745
C  1.472  0.986  -1.242
N  1.939  0.988  -2.726
H  -0.321  1.225  2.268
H  -1.833  0.051  2.240
H  -0.244  -0.385  2.930
H  0.660  -0.661  0.886
H  -1.752  0.561  0.049
H  -0.883  -0.244  -1.235
H  0.225  2.207  0.202
H  -0.227  2.355  -1.389
H  1.458  -0.156  -1.028
H  2.354  1.218  -0.683
H  2.180  -0.014  -2.995
H  1.156  1.213  -3.369
H  -1.739  -3.573  0.908
H  -1.218  -2.058  1.281
O  -1.489  -2.985  1.698

Properties
- energy relative to the best compared isomer or geometry (same formula, charge and spin) (kcal per mole) = 66.9
- E (hartree) = -345.13741
- LUMO energy (alpha / beta) (hartree) = -0.11598 / -0.31470
- net charge = +1
- highest occupied orbital energy (alpha / beta) (eV) = -13.11 / -13.06
- 2S+1 = 2
- <S²> = 0.755

Here are the Löwdin charges for atoms 1 to 4, given in e: 0.04, 0.06, -0.17, -0.10

---

No. 3
Below is a 2-piece molecular cluster, C4H14N2O overall, with properties calculated with ωB97M-V with the def2-TZVPD basis set.

Cartesian coordinates (Å):
C  0.682  0.326  -0.524
C  -0.292  -0.178  0.571
C  -1.709  -0.406  0.083
C  -3.791  0.861  -0.092
N  -2.539  0.794  0.172
N  2.069  0.608  -0.032
H  0.753  -0.381  -1.349
H  0.244  1.205  -1.019
H  0.148  -1.083  0.988
H  -0.315  0.670  1.297
H  -1.874  -0.832  -0.934
H  -2.150  -1.318  0.496
H  -4.417  -0.030  -0.105
H  -4.269  1.814  -0.273
H  -2.093  1.668  0.448
H  2.207  0.335  0.943
H  2.358  1.571  -0.206
H  2.778  -0.070  -0.433
H  3.974  -2.276  -0.681
H  4.475  -1.661  0.651
O  3.761  -1.618  -0.003

Properties
- energy relative to the best compared isomer or geometry (same formula, charge and spin) (kcal per mole) = 22.9
- E (hartree) = -344.91347
- LUMO energy (hartree) = -0.30925
- net charge = +2
- highest occupied orbital energy (eV) = -18.87

Here are the Löwdin charges for atoms 1 to 4, given in e: -0.14, -0.14, -0.14, 0.23

---

| no. | maximum force (Eh/bohr) |
| --- | --- |
| 1 | 0.0528 |
| 2 | 0.1065 |
| 3 | 0.0427 |